Molecular formula: C21H57FN26O12S2
Method: DFT, wB97M-V/def2-TZVPD

Summary:
spin multiplicity = 1
total charge = 0
E = -4057.63283 a.u.
frontier orbital gap = 0.2867 Eh

Structure (XYZ):
```
119
C21H57FN26O12S2, DFT wB97M-V/def2-TZVPD
C -7.45 -2.01 1.11
C -7.31 -3.53 0.64
S -7.08 -4.74 2.01
C -5.42 -4.45 2.82
C -4.46 -3.84 1.73
C -4.16 -4.75 0.53
C -3.31 -4.18 -0.51
F -3.04 -4.97 -1.61
C -2.75 -2.80 -0.36
N -1.93 -2.10 -1.24
S -1.56 -0.62 -0.55
N -2.42 -0.67 0.89
C -3.02 -1.92 0.85
C -3.94 -2.50 1.92
H -7.49 -1.40 0.16
H -8.38 -1.87 1.74
H -6.55 -1.66 1.71
H -6.49 -3.54 -0.13
H -8.25 -3.85 0.09
H -5.57 -3.75 3.70
H -4.98 -5.42 3.20
H -4.60 -5.78 0.48
H -4.20 -1.94 2.86
C 1.71 -3.06 2.29
O 2.13 -3.35 3.40
N 2.40 -3.34 1.15
N 0.53 -2.43 2.09
H 2.07 -3.11 0.23
H 3.28 -3.81 1.25
H -0.01 -2.20 2.90
H 0.17 -2.18 1.18
C -0.61 2.40 -2.72
O -0.21 2.09 -1.60
N 0.09 2.11 -3.85
N -1.78 3.05 -2.92
H -0.22 2.34 -4.78
H 0.96 1.62 -3.74
H -2.32 3.28 -2.11
H -2.12 3.30 -3.83
C 2.60 -7.25 0.69
O 3.27 -6.26 0.45
N 1.67 -7.28 1.69
N 2.72 -8.41 -0.01
H 1.11 -8.08 1.90
H 1.56 -6.44 2.23
H 3.40 -8.43 -0.75
H 2.18 -9.24 0.17
C -4.07 6.22 -2.92
O -3.82 5.21 -2.27
N -4.27 6.21 -4.27
N -4.17 7.45 -2.36
H -4.48 7.03 -4.81
H -4.21 5.32 -4.73
H -4.04 7.51 -1.36
H -4.38 8.29 -2.87
C -2.38 1.68 4.43
O -2.41 2.43 5.39
N -1.30 1.55 3.63
N -3.43 0.89 4.08
H -1.26 0.93 2.84
H -0.49 2.11 3.84
H -4.26 0.95 4.65
H -3.43 0.27 3.30
C -4.80 9.77 -5.86
O -4.55 8.76 -5.22
N -4.99 9.76 -7.20
N -4.89 11.00 -5.28
H -5.20 10.58 -7.75
H -4.93 8.87 -7.67
H -4.75 11.04 -4.29
H -5.10 11.84 -5.79
C 2.11 0.56 0.81
O 1.10 0.71 1.50
N 3.19 -0.15 1.24
N 2.21 1.08 -0.43
H 4.02 -0.29 0.69
H 3.14 -0.56 2.16
H 1.41 1.61 -0.77
H 3.01 0.98 -1.02
C 6.31 -3.46 0.04
O 5.42 -2.61 0.03
N 6.07 -4.78 0.29
N 7.61 -3.17 -0.19
H 6.78 -5.48 0.31
H 5.11 -5.04 0.47
H 7.84 -2.21 -0.38
H 8.35 -3.85 -0.18
C -3.02 5.45 8.20
O -3.28 6.58 8.58
N -2.72 5.15 6.91
N -3.00 4.38 9.05
H -2.50 4.23 6.59
H -2.72 5.91 6.26
H -3.22 4.56 10.01
H -2.79 3.44 8.76
C -1.87 13.08 -4.42
O -2.73 13.73 -5.00
N -2.00 11.76 -4.17
N -0.70 13.64 -3.99
H -1.31 11.20 -3.70
H -2.85 11.32 -4.48
H -0.57 14.62 -4.16
H 0.02 13.12 -3.52
C 8.34 -8.26 1.37
O 8.63 -7.09 1.58
N 7.05 -8.67 1.20
N 9.27 -9.24 1.27
H 6.79 -9.63 1.03
H 6.33 -7.98 1.27
H 10.23 -8.97 1.39
H 9.05 -10.20 1.10
C 9.55 -6.27 -2.42
O 9.30 -5.13 -2.07
N 9.79 -6.61 -3.72
N 9.63 -7.30 -1.54
H 10.00 -7.54 -4.02
H 9.74 -5.87 -4.40
H 9.46 -7.09 -0.57
H 9.84 -8.25 -1.80
```

Mulliken atomic charge list, values in e, 99 entries: C -0.798; C -0.299; S -0.157; C -0.871; C 0.270; C -0.579; C 0.182; F -0.301; C 0.381; N -0.707; S 0.265; N -0.398; C 1.170; C -0.816; H 0.291; H 0.310; H 0.110; H 0.199; H 0.380; H 0.329; H 0.405; H 0.370; H 0.201; C 0.489; O -0.734; N 0.010; N 0.028; H 0.128; H -0.071; H 0.112; H -0.059; C 0.699; O -0.709; N -0.387; N -0.299; H 0.153; H 0.209; H 0.185; H 0.073; C 0.670; O -0.651; N -0.390; N -0.446; H 0.157; H 0.219; H 0.226; H 0.153; C 0.488; O -0.690; N -0.287; N -0.311; H 0.376; H 0.150; H 0.191; H 0.196; C 0.512; O -0.743; N -0.170; N -0.297; H 0.161; H 0.130; H 0.171; H 0.195; C 0.682; O -0.682; N -0.436; N -0.452; H 0.178; H 0.208; H 0.250; H 0.129; C 0.596; O -0.618; N -0.296; N -0.295; H 0.131; H 0.202; H 0.307; H 0.124; C 0.607; O -0.677; N -0.079; N -0.335; H 0.109; H 0.134; H 0.207; H 0.148; C 0.546; O -0.680; N -0.282; N -0.341; H 0.275; H 0.180; H 0.204; H 0.177; C 0.605; O -0.646; N -0.276; N -0.390



Molecular formula: C21H57N3O9
Method: DFT, wB97M-V/def2-TZVPD

Summary:
spin multiplicity = 1
total charge = 0
SMILES = COCCNCCOC.COCCNCCOC.COCCNCCOC.CO.CO.CO
energy relative to the best compared isomer or geometry (same formula, charge and spin) = 215.68 kJ/mol
E = -1675.47479 a.u.
frontier orbital gap = 0.3473 Eh

Structure (XYZ):
```
90
C21H57N3O9, DFT wB97M-V/def2-TZVPD
C -0.92 3.37 4.17
O -0.89 2.03 3.81
C -2.00 1.52 3.00
C -2.13 2.26 1.73
N -0.96 2.17 0.97
C -0.97 2.73 -0.37
C 0.37 2.81 -1.05
O 0.94 3.97 -0.49
C 2.12 4.29 -1.30
H -0.10 3.63 4.86
H -1.87 3.54 4.68
H -0.83 4.08 3.35
H -2.98 1.55 3.56
H -1.69 0.48 2.90
H -2.50 3.29 1.88
H -2.98 1.86 1.19
H -0.28 2.66 1.56
H -1.31 3.72 -0.38
H -1.61 2.08 -0.94
H 0.29 2.85 -2.13
H 0.84 1.85 -0.84
H 1.75 4.52 -2.29
H 2.78 3.42 -1.33
H 2.70 5.04 -0.80
C -0.01 0.23 -2.74
O 0.95 0.55 -3.79
C 2.00 -0.39 -3.90
C 3.15 0.22 -4.67
N 3.92 1.28 -4.00
C 3.97 2.46 -4.80
C 5.08 3.38 -4.35
O 5.10 4.59 -5.22
C 3.76 5.22 -5.37
H -0.42 -0.68 -3.07
H -0.75 1.02 -2.73
H 0.45 0.10 -1.80
H 1.54 -1.09 -4.65
H 2.23 -0.87 -2.91
H 2.60 0.61 -5.55
H 3.79 -0.56 -5.06
H 3.50 1.54 -3.10
H 3.01 2.99 -4.62
H 4.18 2.20 -5.83
H 6.05 2.95 -4.50
H 4.99 3.59 -3.28
H 3.32 5.23 -4.37
H 3.14 4.71 -6.02
H 3.97 6.21 -5.76
C -2.35 -1.77 1.19
O -2.49 -3.15 0.91
C -1.98 -3.37 -0.38
C -1.90 -4.83 -0.58
N -3.15 -5.55 -0.49
C -2.87 -6.95 -0.17
C -4.20 -7.55 0.41
O -4.57 -6.79 1.56
C -5.88 -7.05 2.01
H -1.31 -1.50 0.99
H -2.57 -1.55 2.22
H -2.96 -1.11 0.59
H -0.96 -2.95 -0.31
H -2.48 -2.92 -1.21
H -1.13 -5.17 0.17
H -1.45 -5.03 -1.59
H -3.65 -5.19 0.33
H -2.06 -7.07 0.54
H -2.60 -7.50 -1.10
H -4.04 -8.59 0.66
H -4.98 -7.51 -0.43
H -6.61 -6.70 1.29
H -5.99 -6.50 2.93
H -6.01 -8.11 2.21
C 1.38 -0.59 2.00
O 1.11 0.26 0.94
H 1.79 -1.57 1.66
H 2.16 -0.11 2.61
H 0.49 -0.93 2.59
H 0.31 0.74 1.16
C 2.51 2.58 3.87
O 2.34 3.74 3.03
H 2.35 2.92 4.89
H 1.77 1.85 3.56
H 3.51 2.20 3.82
H 2.80 3.56 2.22
C -0.31 -1.23 5.51
O 0.33 -0.02 5.31
H -0.04 -1.55 6.48
H -1.38 -1.17 5.51
H 0.00 -2.00 4.74
H -0.21 0.56 4.72
```

What are the Mulliken partial charges on each atom? They are as follows, in elementary charge units: C -0.868; O -0.278; C 0.210; C -1.310; N 0.491; C -1.315; C -0.379; O -0.483; C -0.954; H 0.234; H 0.346; H 0.286; H 0.390; H -0.372; H 0.297; H 0.564; H 0.029; H 0.419; H 0.553; H 0.623; H 0.171; H 0.422; H 0.265; H 0.417; C -0.734; O -0.353; C -0.547; C -0.576; N -0.358; C -0.406; C -0.471; O -0.383; C -0.507; H 0.553; H 0.186; H 0.270; H 0.341; H 0.309; H 0.279; H 0.334; H 0.249; H 0.253; H 0.407; H 0.361; H 0.229; H 0.148; H 0.279; H 0.246; C -0.420; O -0.389; C -0.317; C -0.762; N -0.394; C -0.640; C -0.609; O -0.301; C -0.780; H 0.016; H 0.351; H 0.355; H 0.355; H 0.301; H 0.332; H 0.260; H 0.336; H 0.381; H 0.332; H 0.467; H 0.322; H 0.328; H 0.235; H 0.306; C -0.510; O -0.429; H 0.356; H 0.210; H 0.008; H 0.407; C -0.380; O -0.500; H 0.241; H -0.079; H 0.451; H 0.254; C -0.665; O -0.490; H 0.332; H 0.279; H 0.213; H 0.368



Molecular formula: C21H58AgN5O6
Method: DFT, wB97M-V/def2-TZVPD

Summary:
spin multiplicity = 3
total charge = +2
E = -1706.21431 a.u.
frontier orbital gap (spin up / spin down) = 0.2414 / 0.0878 Eh

Structure (XYZ):
```
91
C21H58AgN5O6, DFT wB97M-V/def2-TZVPD
Ag 2.51 2.05 0.05
C -0.55 0.26 0.80
O 0.77 0.75 0.79
H -0.75 -0.64 1.38
H -1.17 1.07 1.19
H -0.87 -0.02 -0.20
C 5.74 0.19 -0.12
C 4.58 -0.56 0.53
C 4.98 -1.64 1.56
O 3.80 -2.16 2.17
C 4.01 -3.31 2.86
N 3.64 0.42 1.05
H 5.60 0.47 -1.17
H 6.57 -0.50 -0.25
H 6.10 1.07 0.42
H 3.96 -1.08 -0.20
H 5.69 -1.31 2.32
H 5.40 -2.50 1.04
H 3.06 -3.61 3.30
H 4.65 -3.19 3.74
H 4.54 -4.18 2.48
H 2.98 -0.17 1.53
H 4.19 0.75 1.83
C -1.29 2.82 3.89
C -1.94 1.61 4.61
C -2.98 2.08 5.67
O -2.28 2.82 6.67
C -3.09 3.31 7.66
N -2.54 0.71 3.65
H -0.68 3.49 4.50
H -2.06 3.41 3.41
H -0.69 2.45 3.06
H -1.16 1.10 5.17
H -3.56 1.33 6.21
H -3.73 2.59 5.08
H -3.86 3.92 7.18
H -2.51 3.96 8.31
H -3.62 2.52 8.19
H -1.97 0.47 2.85
H -2.99 -0.13 4.00
C 1.53 1.90 -4.31
C 1.86 2.45 -2.91
C 0.63 2.96 -2.29
O 1.08 3.48 -0.98
C 0.04 4.15 -0.18
N 2.65 1.48 -2.14
H 0.73 2.49 -4.78
H 1.26 0.86 -4.15
H 2.36 1.98 -5.01
H 2.56 3.27 -3.05
H -0.29 2.38 -2.33
H 0.22 3.78 -2.88
H -0.35 4.93 -0.83
H 0.68 4.62 0.57
H -0.74 3.51 0.24
H 3.44 1.23 -2.72
H 2.16 0.60 -2.17
C -5.87 -0.95 -0.25
C -5.44 -0.88 -1.76
C -3.94 -0.80 -1.97
O -3.58 -0.59 -3.32
C -2.22 -0.82 -3.41
N -6.09 -1.88 -2.62
H -5.27 -0.20 0.26
H -5.60 -1.91 0.20
H -6.96 -0.97 -0.26
H -5.77 0.03 -2.26
H -3.53 -1.74 -1.60
H -3.49 -0.05 -1.33
H -1.87 -1.08 -4.41
H -1.76 -1.62 -2.84
H -1.66 0.06 -3.11
H -5.69 -1.83 -3.55
H -5.73 -2.71 -2.17
C 1.58 -2.69 -0.59
C 1.86 -2.33 -2.01
C 1.47 -3.31 -3.03
O 0.07 -3.47 -3.15
C -0.44 -4.02 -4.36
N 1.06 -1.13 -2.33
H 2.19 -3.52 -0.25
H 0.52 -2.75 -0.33
H 1.76 -1.82 0.05
H 2.90 -2.08 -2.25
H 1.99 -4.24 -2.83
H 1.87 -3.05 -4.01
H -0.27 -3.29 -5.15
H -1.50 -4.18 -4.14
H 0.05 -4.97 -4.59
H 0.07 -1.20 -2.51
H 1.02 -0.68 -1.42
```

What are the Mulliken partial charges on each atom? They are as follows, in elementary charge units: Ag 0.523; C -0.777; O 0.099; H 0.486; H 0.420; H 0.103; C -1.469; C 1.235; C -1.204; O -0.243; C -0.929; N -0.080; H 0.306; H 0.418; H 0.357; H -0.529; H 0.466; H 0.469; H 0.299; H 0.391; H 0.348; H 0.287; H 0.291; C -0.941; C 0.565; C -0.871; O -0.302; C -0.744; N -0.492; H 0.442; H 0.321; H -0.114; H 0.201; H 0.472; H 0.400; H 0.340; H 0.240; H 0.294; H 0.002; H 0.249; C -1.251; C 0.480; C -0.933; O -0.369; C -0.766; N -0.337; H 0.415; H 0.267; H 0.382; H 0.373; H 0.357; H 0.577; H 0.339; H 0.303; H 0.309; H 0.325; H 0.409; C -1.398; C 0.141; C -0.516; O -0.380; C -0.571; N -0.679; H 0.374; H 0.355; H 0.378; H 0.386; H 0.331; H 0.178; H 0.364; H 0.264; H 0.118; H 0.300; H 0.287; C -1.416; C 0.952; C -1.591; O -0.314; C -0.866; N 0.006; H 0.468; H 0.339; H 0.200; H 0.384; H 0.516; H 0.552; H 0.354; H 0.219; H 0.374; H -0.138; H -0.179



Molecular formula: C21H58N3O15
Method: DFT, wB97M-V/def2-TZVPD

Summary:
spin multiplicity = 1
total charge = -1
E = -2127.63691 a.u.
frontier orbital gap = 0.2382 Eh

Structure (XYZ):
```
97
C21H58N3O15, DFT wB97M-V/def2-TZVPD
C 0.79 4.24 2.66
N 0.92 3.15 3.68
C 0.77 3.82 5.02
C -0.33 2.26 3.51
C 2.30 2.40 3.62
C 2.32 1.35 2.44
O 1.89 0.09 2.92
H -0.29 4.32 2.55
H 1.37 4.01 1.76
H 1.11 5.18 3.11
H -0.15 4.40 4.98
H 1.56 4.53 5.28
H 0.71 3.00 5.74
H -0.51 1.97 2.47
H -1.19 2.81 3.89
H -0.02 1.37 4.06
H 2.55 1.80 4.50
H 3.12 3.09 3.42
H 3.27 1.12 1.96
H 1.65 1.73 1.66
H 1.86 -0.48 2.15
O -0.99 0.60 -1.40
C 0.09 0.18 -0.59
C 0.18 -1.27 0.14
O 1.41 -1.61 0.81
H 0.18 0.95 0.17
H 1.02 0.38 -1.11
H -0.07 -2.08 -0.54
H -0.62 -1.30 0.88
C -1.61 0.09 -4.74
C -2.87 0.72 -4.05
O -2.59 1.69 -3.21
O -0.98 -0.78 -3.90
H -0.93 0.91 -4.99
H -1.92 -0.49 -5.60
H -3.52 0.00 -3.56
H -3.42 1.25 -4.83
H -1.89 1.46 -2.59
H -0.68 -0.41 -3.07
C 1.80 -3.78 3.71
C 3.17 -3.83 2.99
O 3.55 -2.47 2.62
O 0.79 -3.75 2.65
H 1.67 -2.95 4.40
H 1.69 -4.74 4.20
H 3.23 -4.46 2.11
H 4.00 -4.07 3.66
H 2.97 -2.20 1.90
H 0.71 -2.91 2.18
C 1.64 3.40 -1.41
C 1.17 3.28 -2.84
O 0.78 1.98 -3.26
O 0.46 3.62 -0.73
H 2.19 4.33 -1.27
H 2.26 2.59 -1.02
H 1.97 3.55 -3.52
H 0.46 4.06 -3.13
H 0.01 1.62 -2.81
H -0.03 2.79 -0.74
C -5.77 2.27 -1.53
C -4.86 1.33 -0.69
O -3.65 1.98 -0.50
O -5.65 1.72 -2.87
H -5.51 3.32 -1.42
H -6.84 2.25 -1.34
H -4.66 0.30 -0.96
H -5.34 1.12 0.26
H -2.86 1.49 -0.73
H -4.77 1.90 -3.20
C 4.30 -0.76 -1.31
C 3.48 -1.08 -2.55
O 3.37 0.21 -3.16
O 3.61 0.07 -0.49
H 5.28 -0.33 -1.47
H 4.47 -1.77 -0.95
H 2.50 -1.48 -2.28
H 4.05 -1.71 -3.24
H 2.77 0.75 -2.64
H 2.78 -0.34 -0.24
O -4.12 -3.90 -0.19
C -3.65 -2.69 -0.27
N -3.49 -2.13 -1.45
C -3.47 -1.94 1.04
H -2.94 -1.30 -1.64
H -3.67 -2.73 -2.24
H -4.50 -1.74 1.34
H -2.91 -1.07 0.70
H -2.89 -2.56 1.72
O 1.41 -6.13 -1.77
C 1.02 -5.23 -1.05
N 1.73 -4.09 -1.02
C -0.26 -5.23 -0.30
H 1.32 -3.27 -0.61
H 2.64 -3.89 -1.43
H -1.10 -5.04 -0.97
H -0.19 -4.60 0.58
H -0.55 -6.25 -0.05
```

What are the Mulliken partial charges on each atom? They are as follows, in elementary charge units: C -0.734; N 0.258; C -1.027; C -1.027; C -0.993; C 0.691; O -0.523; H 0.401; H 0.194; H 0.330; H 0.452; H 0.325; H 0.421; H 0.333; H 0.421; H 0.461; H 0.406; H 0.329; H 0.578; H -0.592; H 0.033; O 0.506; C 0.631; C -1.133; O 1.235; H -1.082; H 0.066; H 0.583; H -0.326; C -0.625; C -0.180; O -0.558; O -0.649; H 0.181; H 0.435; H 0.247; H 0.443; H 0.095; H 0.274; C -0.310; C -0.338; O -0.581; O -0.636; H 0.171; H 0.326; H 0.226; H 0.318; H 0.141; H 0.152; C 0.141; C -0.886; O -0.485; O -0.608; H 0.470; H 0.050; H 0.421; H 0.383; H 0.134; H 0.153; C -0.625; C 0.184; O -0.602; O -0.580; H 0.247; H 0.340; H -0.033; H 0.311; H 0.110; H 0.351; C -0.416; C -0.357; O -0.650; O -0.445; H 0.364; H 0.237; H 0.082; H 0.402; H 0.278; H -0.146; O -0.766; C 0.609; N -0.107; C -0.438; H -0.016; H 0.241; H 0.308; H -0.063; H 0.260; O -0.739; C 0.591; N -0.024; C -0.651; H -0.233; H 0.181; H 0.180; H 0.087; H 0.408